The following is a quantum chemistry calculation of a cluster of 2 separate species, C21H36Cl4N3O6 in total in a non-equilibrium geometry, from the Open Molecules 2025 dataset.

Results
LUMO energy: -3.7 eV
HOMO energy: -0.4429 hartree
Multiplicity: 1
Charge: +1
HOMO-LUMO gap: 8.30 eV

Structure (XYZ):
```
70
Properties=species:S:1:pos:R:3:forces:R:3:lowdin_charge:R:1
C -0.79086 -5.57885 1.64765 0.2 0.1 -0.1 -0.054
C -1.46754 -4.21219 1.78025 0.0 -0.1 0.1 -0.245
O -1.31891 -3.40171 0.61007 -0.2 0.3 0.0 -0.144
C -0.04688 -2.85158 0.42226 0.2 -0.1 -0.2 -0.118
C -0.07593 -1.35726 0.15782 -0.2 0.1 0.1 0.013
C 0.46631 -0.78070 -1.00590 -0.1 -0.2 0.1 -0.167
O 0.92561 -1.57660 -1.98876 0.1 0.0 -0.1 -0.014
C -0.06595 -2.24678 -2.80429 -0.1 -0.2 0.0 -0.094
C -0.73181 -1.33655 -3.83661 0.1 0.0 -0.1 -0.394
C -1.76871 -0.37330 -3.24433 0.0 0.0 0.1 -0.044
O -1.28164 -2.17719 -4.83900 -0.1 0.0 0.1 -0.014
C 0.58422 0.59516 -1.10770 -0.1 0.2 0.3 -0.082
C 1.26675 1.26210 -2.25793 0.0 0.0 0.0 -0.107
C 2.74749 1.53879 -1.90419 0.1 0.0 -0.1 -0.150
C 2.95670 2.92918 -1.29499 -0.1 0.1 -0.1 -0.176
C 4.12264 3.00727 -0.31238 0.1 -0.1 -0.1 -0.161
N 4.16199 1.92021 0.68622 -0.2 0.9 0.5 -0.114
C 5.46693 1.85268 1.36790 0.1 -0.4 -0.2 -0.042
C 3.07433 1.89828 1.55331 0.3 -0.3 -0.2 -0.491
C 3.12971 0.88073 2.67418 0.0 0.1 0.0 0.010
O 2.10422 2.61855 1.40272 0.0 -0.1 0.1 0.047
C 0.07518 1.32906 -0.02447 0.0 0.2 -0.3 0.001
N -0.49797 0.79465 1.02922 0.1 0.1 -0.1 0.213
N -0.55500 -0.49918 1.07084 0.2 -0.1 -0.2 -0.052
O -1.10892 -0.99084 2.21274 -0.1 -0.2 -0.1 -0.017
C -2.57288 -0.96769 2.13439 -0.1 -0.1 0.0 -0.073
C -3.22993 0.37493 2.42007 0.1 0.1 0.0 -0.391
C -2.52527 1.24722 3.45649 -0.1 0.0 0.1 -0.022
O -3.35935 1.00247 1.14664 0.1 0.0 0.0 -0.095
H 0.10627 -5.65327 2.26582 -0.1 0.0 0.0 0.077
H -0.48363 -5.73779 0.61051 -0.1 0.0 0.1 0.084
H -1.46948 -6.38582 1.92250 0.1 0.0 0.0 0.079
H -1.08229 -3.66006 2.64517 0.0 0.0 0.0 0.114
H -2.54609 -4.31808 1.90874 0.1 0.0 -0.1 0.124
H 0.42659 -3.30391 -0.45306 0.1 0.0 0.1 0.133
H 0.62188 -3.03632 1.27294 -0.1 0.1 0.1 0.156
H -0.83297 -2.70182 -2.16144 0.1 0.0 0.0 0.135
H 0.47795 -3.03684 -3.32033 0.0 0.1 0.0 0.146
H 0.05192 -0.77428 -4.35428 -0.1 -0.1 0.0 0.144
H -2.67632 -0.40486 -3.85026 0.1 0.0 0.0 0.090
H -2.03337 -0.62375 -2.21162 -0.1 -0.1 -0.1 0.077
H -1.41248 0.66030 -3.24640 0.0 -0.1 0.0 0.061
H -2.05669 -2.63374 -4.48920 0.0 0.1 0.0 0.104
H 1.21127 0.61984 -3.13724 -0.1 0.1 0.1 0.108
H 0.75924 2.20709 -2.46952 0.0 -0.1 -0.1 0.135
H 3.10675 0.77679 -1.20719 0.0 0.0 -0.1 0.113
H 3.33949 1.43478 -2.81720 0.0 0.0 0.1 0.122
H 3.15913 3.63953 -2.10309 0.0 0.0 0.1 0.124
H 2.04773 3.27741 -0.80221 0.1 -0.1 0.0 0.089
H 5.06147 2.93501 -0.86855 -0.1 0.0 0.0 0.122
H 4.11207 3.98159 0.19097 0.0 0.0 0.0 0.137
H 5.54263 2.56846 2.19254 0.0 0.0 -0.1 0.104
H 6.24098 2.08545 0.63845 0.0 -0.1 0.1 0.090
H 5.65183 0.84922 1.74961 0.0 0.1 0.0 0.084
H 3.50383 1.35584 3.58663 0.0 0.0 -0.1 0.099
H 3.77232 0.03324 2.43975 -0.1 0.0 0.0 0.077
H 2.11324 0.54089 2.87397 0.0 0.0 0.0 0.075
H 0.12551 2.41143 -0.00615 0.0 -0.1 0.0 0.136
H -2.87979 -1.73655 2.84227 0.2 0.1 0.1 0.138
H -2.85135 -1.28194 1.12788 -0.1 -0.1 0.1 0.135
H -4.22810 0.12669 2.80797 0.0 0.0 -0.2 0.147
H -1.44178 1.15566 3.41556 -0.1 0.0 0.0 0.065
H -2.87204 1.00356 4.46367 0.1 0.0 -0.1 0.090
H -2.78066 2.29671 3.28123 0.0 -0.1 0.0 0.089
H -3.40541 1.95926 1.25034 -0.1 -0.1 0.0 0.020
C -5.22093 2.89140 -1.43436 0.0 0.0 0.1 -2.041
Cl -3.76218 2.14542 -2.10863 0.0 0.0 0.0 0.537
Cl -6.39489 1.64030 -1.04269 0.0 0.0 0.0 0.551
Cl -4.78587 3.77464 0.04380 0.0 0.1 0.0 0.551
Cl -5.90035 4.01766 -2.59912 0.0 0.0 0.0 0.558
```
Forces are in eV/Å.

---

The following is a quantum chemistry calculation of a structure of composition C21H36FeP2 in a non-equilibrium geometry, from the Open Molecules 2025 dataset.

Results
LUMO energy (alpha / beta): 0.6 / 0.5 eV
HOMO energy (alpha / beta): -0.1356 / -0.1833 hartree
Multiplicity: 5
Charge: 0
HOMO-LUMO gap (alpha / beta): 4.25 / 5.44 eV
Expectation value of S²: 6.049

Structure (XYZ):
```
60
Properties=species:S:1:pos:R:3:forces:R:3:mulliken_spin:R:1
P 0.39484 -2.36961 0.88191 -1.2 3.6 -2.3 0.023
P -0.18204 2.56604 1.07189 0.0 -2.6 0.7 0.076
C 1.18979 0.26976 -0.50875 -0.1 2.2 0.0 -0.216
C 0.80370 1.70506 -0.22625 2.6 0.3 -1.7 0.129
H 0.65532 -0.20810 -1.30807 0.7 0.1 -0.7 0.181
H 2.12420 -0.13856 -0.27163 1.4 -0.1 0.5 0.013
H 1.83629 2.12331 -0.14856 -0.7 0.7 0.3 0.055
H 0.34582 2.14286 -1.11702 0.2 0.3 -0.1 0.094
C -1.80622 3.28368 0.80253 -0.7 -0.1 -0.3 -0.006
H -2.21471 3.70449 1.73667 0.3 0.0 -0.2 -0.019
H -2.48879 2.50853 0.45105 0.1 0.0 0.1 0.090
H -1.75280 4.06179 0.02948 0.1 -0.1 0.2 0.002
C 0.83378 4.01440 1.32793 0.7 0.9 0.5 0.034
H 0.47795 4.83968 0.70700 -0.1 0.0 0.2 0.000
H 1.85088 3.81452 0.99875 0.0 -0.1 0.0 -0.009
H 0.90723 4.31970 2.37764 -0.3 0.1 -0.2 0.003
C -0.94869 -3.29575 0.21471 -1.0 -1.7 0.3 -0.019
H -1.26205 -4.02893 0.94756 -0.4 -0.6 0.2 -0.006
H -0.62883 -3.84463 -0.66873 -0.1 0.1 -0.1 -0.002
H -1.82202 -2.67086 -0.01310 0.4 -0.1 0.0 0.050
C 1.85957 -3.33684 0.66023 0.2 -0.8 1.0 0.020
H 2.73298 -2.70645 0.50702 0.0 -0.1 -0.3 0.004
H 1.66995 -4.06710 -0.13015 0.4 0.1 0.1 0.004
H 1.95076 -3.83934 1.62233 0.6 -0.6 0.0 -0.007
Fe -0.47918 -0.31132 -0.00225 -2.4 -1.2 1.8 3.135
C 0.35956 0.85529 -3.05936 -2.0 2.2 -1.2 0.064
C -0.97443 0.81868 -2.70242 1.0 1.8 -2.0 -0.072
C -2.02879 -0.01450 -3.38919 -0.2 -0.9 0.4 0.027
C -1.47384 -1.38116 -3.79256 -0.5 0.1 -0.4 -0.007
C -0.72796 -1.92322 -2.59986 -0.6 -2.6 -1.0 -0.007
C 0.59825 -1.87479 -2.43103 1.0 -3.2 -0.6 0.056
C 1.58439 -1.29089 -3.42590 0.3 0.5 0.0 0.017
C 1.07440 -0.00444 -4.07306 0.8 0.4 -0.4 0.011
C 0.00310 -2.09760 2.54935 -0.5 -0.6 3.1 0.043
H 0.92743 1.80018 -2.82224 -0.6 -1.4 0.1 0.047
H -1.41316 1.71269 -2.20521 0.6 -0.8 0.0 -0.029
H -2.50610 0.40780 -4.28350 0.3 0.6 0.3 -0.003
H -2.83157 -0.18621 -2.65722 0.0 0.0 -0.2 0.046
H -2.30294 -2.05380 -4.07702 0.1 0.1 0.6 -0.002
H -0.94426 -1.34315 -4.75601 0.3 0.2 0.7 -0.001
H -1.41807 -2.68794 -2.10814 1.5 1.5 0.0 -0.004
H 1.15659 -2.61467 -1.74862 -1.3 1.4 -0.6 -0.008
H 1.90314 -1.96728 -4.25504 -0.5 -0.1 0.8 0.001
H 2.50221 -1.02697 -2.88946 -0.1 -0.2 0.1 0.012
H 1.95044 0.56523 -4.43100 -0.1 -0.1 0.3 -0.002
H 0.58841 -0.24745 -5.03029 -0.5 0.3 0.6 -0.002
H -0.93427 -1.54974 2.75295 0.4 0.1 -0.9 0.026
H 0.77019 -1.50166 3.09828 -0.3 -0.7 -0.4 0.004
H -0.22474 -3.06884 3.02017 0.6 0.0 0.6 0.002
C -0.12631 0.82654 5.23686 1.0 -0.1 2.1 0.059
C -1.33327 0.94037 4.61366 -1.2 -0.8 -1.3 -0.030
C -1.39213 1.23317 3.24688 0.3 0.6 1.1 0.036
C -0.19510 1.52024 2.55592 -1.1 1.2 -0.4 -0.061
C 1.03080 1.40140 3.20225 -0.1 0.4 0.8 0.152
C 1.03368 1.12618 4.57425 0.9 -0.8 -1.4 -0.031
H -0.06014 0.50508 6.29872 -0.2 0.4 -0.8 0.009
H -2.21646 0.63045 5.16601 -0.1 0.3 -0.2 0.002
H -2.36352 1.31537 2.78029 0.1 0.0 -0.2 0.004
H 1.94490 1.63267 2.66283 0.0 0.0 0.2 0.013
H 1.99186 1.00665 5.03653 0.3 0.1 0.5 -0.001
```
Forces are in eV/Å.